The following is a DFT calculation (ωB97M-V with the def2-TZVPD basis set) of an isolated molecule of C3H4F3N.

```
11
Properties=species:S:1:pos:R:3:forces:R:3
C -0.076 1.046 -1.644 1.48 -2.14 2.69
C 0.032 0.876 -0.315 0.12 -1.20 -1.11
F -0.451 1.735 0.551 -0.79 2.04 0.55
C 0.504 -0.269 0.566 -1.91 -0.12 0.49
N -0.631 -1.246 0.696 -1.56 0.82 -0.05
F -0.154 -2.552 0.705 0.31 0.72 0.79
F -1.257 -1.029 1.984 1.27 -0.57 -1.15
H -0.347 1.914 -2.120 -0.97 1.90 -0.68
H 0.308 0.254 -2.246 0.20 -0.44 -0.38
H 0.776 0.130 1.534 -0.18 0.17 0.29
H 1.296 -0.857 0.289 2.04 -1.18 -1.45
```
Forces are in eV/Å.

Values from the calculation:
**SMILES**: C=C(F)CN(F)F
**HOMO**: -10.281 eV
**Energy relative to the best compared isomer or geometry (same formula, charge and spin)**: 447.85 kJ/mol
**HOMO-LUMO gap**: 11.3 eV

The following is a DFT calculation (ωB97M-V with the def2-TZVPD basis set) of a structure of composition C13H26DyN6O6.

```
52
Properties=species:S:1:pos:R:3:forces:R:3
O -1.866 3.383 -1.611 -0.33 -2.08 0.26
H -2.688 3.769 -1.277 -0.01 -0.15 -0.13
Dy -0.582 0.717 0.249 -0.91 -0.61 2.27
N -1.048 -1.562 0.273 -0.51 -2.00 1.07
N -2.382 0.115 1.634 -1.62 -1.00 0.69
N 1.390 0.064 -0.735 3.86 0.69 -1.45
N 0.719 2.562 -0.395 3.40 0.94 -1.45
O -0.533 -2.366 -0.627 0.28 0.10 0.26
O 1.724 -1.243 -1.032 -0.15 1.05 0.50
O 0.340 3.901 -0.378 -0.07 -0.43 -0.11
O -3.038 1.049 2.200 0.66 -0.52 -0.28
C -2.548 -1.183 2.035 0.45 1.64 0.06
C -1.727 -2.106 1.333 0.68 0.96 -1.37
C 2.396 0.965 -0.836 -1.93 -3.70 0.35
C 2.018 2.341 -0.656 -3.23 2.04 0.75
C -1.568 -3.534 1.735 -0.20 -0.30 -0.37
H -0.737 -3.652 2.451 -0.26 0.09 -0.26
H -1.353 -4.142 0.848 0.00 0.13 0.28
H -2.481 -3.903 2.219 0.34 0.06 -0.16
C -3.462 -1.514 3.155 -0.17 -0.23 0.15
H -4.401 -0.959 3.045 0.24 -0.06 0.08
H -3.011 -1.229 4.119 -0.20 -0.02 -0.22
H -3.680 -2.587 3.173 -0.02 0.32 0.11
C 3.806 0.581 -1.120 0.20 -0.12 -0.24
C 3.001 3.446 -0.835 0.21 0.20 0.10
H 3.889 -0.485 -1.349 -0.10 0.28 0.07
H 4.447 0.807 -0.254 -0.18 0.00 -0.19
H 4.191 1.158 -1.972 -0.04 -0.12 0.21
H 2.596 4.380 -0.440 0.10 -0.21 -0.15
H 3.237 3.583 -1.901 -0.12 -0.04 0.21
H 3.947 3.216 -0.329 -0.23 0.01 -0.10
H 0.831 -1.754 -0.907 0.11 0.00 -0.14
H -0.562 3.883 -0.842 0.88 -0.05 0.60
C -1.958 1.882 -1.524 -0.90 2.22 -1.53
H -2.446 1.576 -0.569 0.02 0.33 -0.64
H -0.929 1.519 -1.740 -0.81 0.48 -0.20
H -2.587 1.523 -2.348 0.07 0.06 0.26
O -1.130 -2.230 -3.759 0.42 0.39 0.65
H -0.333 -1.713 -3.960 -0.32 -0.32 -0.04
H -1.061 -2.387 -2.796 -0.07 -0.04 -0.46
C 1.712 -1.339 2.690 -0.05 -0.21 -0.04
C 1.351 0.058 3.019 -0.42 0.74 -0.15
N 0.583 0.895 2.322 0.70 0.02 0.76
C 0.534 2.100 3.036 0.34 -0.97 0.05
C 1.275 1.960 4.170 -0.12 -0.05 -0.29
N 1.781 0.667 4.134 -0.02 0.39 0.25
H 2.048 -1.409 1.649 -0.08 -0.13 0.20
H 2.523 -1.655 3.357 -0.18 -0.12 -0.26
H 0.844 -2.000 2.840 0.34 0.16 -0.11
H -0.035 2.938 2.664 0.09 0.02 0.17
H 1.476 2.653 4.967 0.06 -0.09 0.05
H 2.381 0.223 4.820 -0.19 0.27 -0.10
```
Forces are in eV/Å.

Values from the calculation:
**HOMO (spin up / spin down)**: -9.371 / -10.557 eV
**2S+1**: 6
**HOMO-LUMO gap (spin up / spin down)**: 4.8 / 6.5 eV
**Charge**: +1

The following is a DFT calculation (ωB97M-V with the def2-TZVPD basis set) of a cluster of 2 separate species, C9H14O in total.

```
24
Properties=species:S:1:pos:R:3:forces:R:3
C 0.777 -2.364 0.233 0.06 0.29 -0.49
C 1.136 -1.079 -0.491 -0.10 -0.97 0.59
C 0.240 -0.477 -1.360 0.49 0.86 0.15
C 0.558 0.774 -1.864 -0.35 0.64 -0.07
C 1.759 1.414 -1.578 0.06 -0.55 -0.35
O 2.117 2.599 -2.153 -0.17 0.46 0.13
C 2.674 0.764 -0.779 0.33 -0.37 0.87
C 2.344 -0.458 -0.202 -0.51 0.12 -0.78
H 0.512 -3.155 -0.460 -0.30 -0.07 -0.15
H -0.053 -2.177 0.912 -0.08 -0.17 0.07
H 1.616 -2.748 0.795 0.23 0.05 0.30
H -0.717 -0.897 -1.615 -0.15 -0.27 0.10
H -0.174 1.355 -2.410 -0.13 -0.20 -0.37
H 1.339 3.079 -2.469 0.19 -0.29 0.06
H 3.617 1.195 -0.489 0.15 0.35 -0.30
H 3.030 -0.983 0.438 0.27 0.11 0.23
C -2.295 1.045 1.389 0.47 -0.90 -0.66
C -2.914 -0.220 2.019 -0.12 0.32 0.06
H -1.554 0.758 0.631 -0.25 -0.03 -0.07
H -3.073 1.589 0.861 0.16 0.56 0.26
H -1.687 1.639 2.075 -0.60 0.18 0.15
H -3.930 -0.416 1.663 0.04 0.29 0.07
H -2.373 -1.117 1.751 0.40 -0.19 0.17
H -2.951 -0.120 3.103 -0.06 -0.22 0.01
```
Forces are in eV/Å.

Values from the calculation:
**SMILES**: Cc1ccc(O)cc1.CC
**HOMO**: -8.453 eV
**Energy relative to the best compared isomer or geometry (same formula, charge and spin)**: 35.76 kJ/mol
**HOMO-LUMO gap**: 9.3 eV

The following is a DFT calculation (ωB97M-V with the def2-TZVPD basis set) of a cluster of 2 separate species, C9H7BrN5O3 in total.

```
25
Properties=species:S:1:pos:R:3:forces:R:3
N 5.545 0.960 3.011 -0.02 0.86 0.06
C 5.122 1.920 2.526 -0.24 -1.04 -0.40
O 4.459 2.802 1.783 0.22 0.23 0.77
N 4.039 2.209 0.619 0.18 -0.07 -1.02
C 2.918 1.498 0.492 0.08 -0.02 -0.06
N 2.583 0.916 -0.672 0.13 0.24 0.39
C 1.440 0.310 -0.414 0.27 -0.14 -0.90
N 1.060 0.485 0.839 -0.63 -0.48 -0.51
N 2.004 1.259 1.433 -0.07 0.22 1.00
Br 1.818 1.775 3.193 -0.01 -0.06 -0.17
H 4.630 2.322 -0.194 0.15 0.10 0.14
H 0.883 -0.267 -1.150 -0.10 -0.03 0.24
H 0.231 0.119 1.284 0.12 0.18 0.42
C -3.653 -2.404 -0.281 0.10 -0.06 0.02
C -2.370 -2.529 -0.611 -0.01 -0.05 0.02
C -1.682 -1.493 -1.413 -0.12 -0.11 -0.14
O -0.503 -1.609 -1.712 -0.02 0.15 0.23
C -2.469 -0.315 -1.842 0.01 0.06 0.01
C -3.753 -0.187 -1.515 0.10 0.07 -0.05
C -4.447 -1.223 -0.706 -0.10 -0.02 0.01
O -5.610 -1.105 -0.403 0.01 0.02 0.01
H -4.177 -3.150 0.304 -0.03 0.02 -0.01
H -1.774 -3.383 -0.314 0.02 0.00 -0.04
H -1.946 0.426 -2.435 0.00 -0.03 -0.03
H -4.348 0.664 -1.820 -0.04 -0.02 0.01
```
Forces are in eV/Å.

Values from the calculation:
**HOMO**: -13.041 eV
**HOMO-LUMO gap**: 8.2 eV
**Charge**: +1

Computed largest force on an atom (eV/Å) in order:
3.7; 4.2; 1.2; 1.1